Entry 1:
The following is a quantum chemistry calculation of a 8-piece molecular cluster, C22H63N3O8 overall, from the OMol25 dataset.

Structure (XYZ):
```
96
Properties=species:S:1:pos:R:3:lowdin_charge:R:1
C 2.600 -8.369 -5.569 -0.1262
O 3.209 -9.258 -6.457 -0.1830
C 4.477 -8.813 -6.899 -0.2268
C 5.122 -9.894 -7.752 -0.4573
C 6.588 -9.614 -7.959 -0.0758
N 4.448 -10.173 -9.024 0.0407
H 3.247 -8.157 -4.709 0.0878
H 1.784 -8.956 -5.128 0.0827
H 2.161 -7.459 -5.982 0.0887
H 4.369 -7.885 -7.489 0.1331
H 5.135 -8.552 -6.057 0.1254
H 5.014 -10.807 -7.151 0.1393
H 7.198 -9.929 -7.106 0.0782
H 6.803 -8.544 -8.052 0.0786
H 7.003 -10.143 -8.815 0.0773
H 3.450 -10.224 -8.839 0.0665
H 4.587 -9.373 -9.637 0.0721
C -1.979 -8.551 -5.963 -0.1124
O -1.709 -8.198 -7.297 -0.1804
C -2.850 -7.718 -7.981 -0.2183
C -3.140 -8.570 -9.194 -0.4006
C -3.376 -10.017 -8.808 -0.0467
N -1.980 -8.577 -10.123 0.0502
H -2.724 -9.363 -5.954 0.0841
H -2.425 -7.722 -5.398 0.0774
H -1.101 -8.918 -5.435 0.0840
H -3.719 -7.625 -7.314 0.1196
H -2.669 -6.679 -8.285 0.1062
H -4.003 -8.111 -9.685 0.1300
H -2.752 -10.369 -7.990 0.0709
H -3.263 -10.684 -9.660 0.0494
H -4.423 -10.160 -8.516 0.0913
H -1.274 -9.122 -9.628 0.0829
H -1.521 -7.665 -10.142 0.0789
C -2.334 -4.158 -6.266 -0.0906
O -1.544 -4.912 -7.166 -0.2101
C -0.580 -4.181 -7.885 -0.2152
C -1.130 -2.986 -8.640 -0.4508
C -2.141 -3.419 -9.696 -0.0555
N -0.006 -2.376 -9.364 0.0261
H -3.175 -3.694 -6.787 0.0817
H -1.734 -3.405 -5.740 0.0970
H -2.713 -4.829 -5.495 0.0733
H 0.220 -3.875 -7.188 0.1269
H -0.083 -4.843 -8.598 0.1299
H -1.546 -2.274 -7.918 0.1292
H -2.970 -3.988 -9.286 0.0693
H -1.572 -4.020 -10.410 0.0809
H -2.489 -2.545 -10.250 0.0799
H 0.650 -1.863 -8.783 0.0721
H -0.341 -1.645 -9.985 0.0698
C -4.752 -9.754 -2.382 -0.0926
C -4.161 -8.451 -2.863 -0.3324
O -4.418 -7.388 -1.947 -0.0729
H -4.419 -9.983 -1.356 0.0756
H -4.478 -10.598 -3.012 0.0742
H -5.830 -9.697 -2.214 0.0799
H -4.656 -8.200 -3.803 0.0861
H -3.095 -8.562 -3.088 0.1028
H -4.282 -7.763 -1.072 0.0740
C -5.704 -5.646 -5.039 -0.0822
C -5.914 -5.269 -6.493 -0.2990
O -6.002 -3.833 -6.617 -0.0954
H -6.426 -5.149 -4.391 0.0837
H -4.696 -5.499 -4.656 0.0578
H -5.897 -6.721 -4.972 0.0650
H -6.867 -5.668 -6.841 0.1129
H -5.042 -5.603 -7.063 0.0883
H -6.452 -3.650 -7.447 0.0756
C -3.512 -5.854 -11.980 -0.0942
C -4.208 -7.061 -12.634 -0.3379
O -3.328 -8.136 -12.831 -0.0857
H -4.247 -5.056 -11.826 0.0745
H -2.754 -5.463 -12.656 0.0780
H -3.157 -6.135 -10.990 0.0393
H -4.644 -6.768 -13.588 0.1074
H -5.056 -7.306 -11.974 0.1028
H -2.999 -8.390 -11.954 0.0293
C -1.111 -13.720 -8.653 -0.0848
C -2.197 -14.654 -9.121 -0.2650
O -3.495 -14.033 -8.875 -0.1138
H -1.110 -13.661 -7.563 0.0752
H -1.235 -12.703 -9.023 0.0665
H -0.142 -14.082 -9.005 0.0785
H -2.191 -15.599 -8.580 0.1110
H -2.223 -14.814 -10.195 0.1092
H -3.756 -14.136 -7.956 0.0876
C -3.815 -11.622 -12.287 -0.0938
C -4.517 -12.969 -12.222 -0.3390
O -5.268 -13.146 -11.050 -0.0770
H -3.419 -11.453 -13.288 0.0768
H -2.960 -11.569 -11.604 0.0544
H -4.470 -10.825 -11.930 0.0716
H -3.746 -13.752 -12.314 0.1045
H -5.126 -13.112 -13.117 0.1066
H -4.682 -13.428 -10.338 0.0352
```

HOMO   -9.369 eV
Max |F|   1.74 eV Å⁻¹
Orbital gap   0.3589 Ha
Molar mass   497.76 Da
Spin multiplicity   1
Total charge   0
Energy relative to the best compared isomer or geometry (same formula, charge and spin)   83.6 kJ/mol

Entry 2:
The following is a quantum chemistry calculation of a 10-piece molecular cluster, C22H64N4O10 overall, from the OMol25 dataset.

Structure (XYZ):
```
100
Properties=species:S:1:pos:R:3:lowdin_charge:R:1
N 1.733 0.059 -2.024 0.1615
C 2.950 0.457 -1.926 -0.5498
N 3.842 -0.472 -1.899 0.1821
O 3.254 1.798 -1.704 -0.0985
H 0.955 0.649 -2.369 0.1624
H 1.600 -0.914 -2.458 0.0998
H 4.853 -0.238 -1.917 0.1782
H 3.683 -1.417 -2.215 0.1171
N 0.395 0.543 0.354 0.1686
C 0.805 1.631 0.909 -0.6959
N 1.591 2.428 0.250 0.1528
O 0.447 1.903 2.174 -0.0794
H -0.255 0.003 0.933 0.0671
H 0.900 0.115 -0.507 0.0894
H 1.978 3.118 0.900 0.1479
H 2.250 2.165 -0.554 0.0680
C -5.140 1.339 0.808 -0.0396
C -4.675 0.740 2.085 -0.6237
C -3.380 1.462 2.573 -0.0136
O -5.504 0.718 3.043 0.0474
H -6.156 1.065 0.536 0.0829
H -4.375 1.218 -0.014 0.0827
H -5.315 2.411 0.917 0.0807
H -4.282 -0.200 1.906 0.0963
H -2.530 1.201 1.941 0.0584
H -3.087 1.216 3.538 0.0585
H -3.474 2.505 2.406 0.0713
H -5.921 1.581 3.084 0.1215
C -2.367 -1.645 4.035 0.0077
C -1.259 -0.880 3.348 -0.6418
C 0.131 -1.306 3.825 -0.0229
O -1.258 -0.840 2.119 -0.0214
H -2.380 -1.716 5.111 0.0951
H -2.551 -2.569 3.645 0.0463
H -3.329 -1.234 3.751 0.0715
H -1.147 0.130 3.747 0.1228
H 0.287 -0.855 4.805 0.0958
H 0.862 -0.911 3.126 0.0526
H 0.244 -2.362 3.831 0.0536
H -2.128 -0.993 1.756 0.0715
C 0.920 -2.607 0.364 0.0055
C 0.434 -4.089 0.440 -0.6180
C -0.617 -4.406 1.519 -0.0031
O 0.107 -4.547 -0.662 0.0277
H 1.258 -2.230 1.309 0.0538
H 0.079 -2.000 0.013 0.0458
H 1.682 -2.561 -0.406 0.0719
H 1.274 -4.737 0.671 0.1459
H -1.417 -3.674 1.313 0.0695
H -0.112 -4.145 2.466 0.0831
H -1.015 -5.371 1.601 0.0620
H -0.554 -3.954 -1.043 0.1009
C 3.600 -1.306 2.904 -0.0455
C 3.697 -0.737 1.496 -0.6345
C 4.462 0.588 1.536 -0.0277
O 4.200 -1.471 0.596 -0.0197
H 4.646 -1.606 3.314 0.1111
H 2.916 -2.210 2.966 0.0794
H 3.215 -0.569 3.631 0.0828
H 2.673 -0.552 1.183 0.1022
H 5.430 0.567 1.965 0.0766
H 3.951 1.321 2.082 0.0577
H 4.354 1.146 0.634 0.0504
H 4.123 -1.098 -0.331 0.0594
C -0.220 -2.025 -3.208 -0.0158
C 0.998 -2.828 -3.646 -0.6235
C 1.271 -2.932 -5.174 -0.0024
O 2.017 -2.436 -3.098 -0.0345
H -0.214 -1.055 -3.670 0.0876
H -0.259 -1.910 -2.133 0.0372
H -0.986 -2.663 -3.615 0.1013
H 0.913 -3.886 -3.268 0.1568
H 0.492 -3.364 -5.765 0.0760
H 2.195 -3.389 -5.501 0.0836
H 1.338 -1.951 -5.536 0.0635
H 2.684 -3.104 -3.220 0.1472
C -1.951 5.100 -2.022 -0.0076
C -1.111 4.350 -0.956 -0.5851
C -1.901 3.192 -0.351 -0.0245
O 0.025 3.955 -1.286 -0.0296
H -2.380 4.376 -2.648 0.0595
H -1.417 5.662 -2.745 0.0567
H -2.694 5.763 -1.573 0.0898
H -0.870 5.054 -0.191 0.1372
H -1.518 3.032 0.642 0.0632
H -1.709 2.209 -0.767 0.0665
H -2.960 3.305 -0.244 0.0671
H 0.393 3.344 -0.614 0.0710
C 2.146 4.352 -3.407 -0.1770
O 1.184 5.352 -3.119 -0.1407
H 2.836 4.176 -2.608 0.0533
H 2.717 4.546 -4.305 0.0749
H 1.686 3.407 -3.556 0.0462
H 0.645 5.004 -2.367 0.0226
C -2.477 -0.694 -0.668 -0.1383
O -2.825 -1.810 0.122 -0.1019
H -2.498 0.259 -0.108 0.0563
H -3.132 -0.636 -1.527 0.0935
H -1.400 -0.825 -0.960 0.0529
H -2.571 -2.586 -0.333 0.0547
```

HOMO   -8.797 eV
Max |F|   12.28 eV Å⁻¹
Orbital gap   0.3072 Ha
Molar mass   544.77 Da
Spin multiplicity   1
Total charge   0
Energy relative to the best compared isomer or geometry (same formula, charge and spin)   835.3 kJ/mol

Question: Which of these has the lowest max |F|?
Answer: C22H63N3O8